(1)
Formula: C35H35AgNO5PS2
Source: the Open Molecules 2025 dataset
Level of theory: ωB97M-V/def2-TZVPD

The geometry in XYZ format:
```
80
Properties=species:S:1:pos:R:3:lowdin_charge:R:1
Ag -0.6916 0.0115 0.4596 0.68
C -5.8455 -4.0547 0.5908 -0.09
C -5.3680 -3.0761 1.4490 -0.09
C -4.0912 -2.5608 1.2691 -0.10
C -3.2804 -3.0292 0.2401 -0.36
C -3.7699 -4.0084 -0.6223 -0.09
C -5.0468 -4.5179 -0.4476 -0.08
P -1.5914 -2.3592 0.1151 1.06
C -0.5842 -3.6226 0.9527 -0.35
C 0.0362 -3.2670 2.1471 -0.10
C 0.7890 -4.1991 2.8505 -0.08
C 0.9316 -5.4878 2.3612 -0.08
C 0.3053 -5.8536 1.1760 -0.07
C -0.4573 -4.9291 0.4820 -0.09
C -1.2115 -2.4938 -1.6644 -0.38
C -0.0531 -3.0806 -2.1648 -0.09
C 0.2128 -3.0624 -3.5294 -0.08
C -0.6697 -2.4452 -4.4022 -0.08
C -1.8190 -1.8393 -3.9088 -0.08
C -2.0854 -1.8590 -2.5501 -0.11
H -6.8429 -4.4540 0.7261 0.10
H -5.9894 -2.7062 2.2548 0.10
H -3.7227 -1.7855 1.9319 0.10
H -3.1557 -4.3640 -1.4413 0.11
H -5.4210 -5.2768 -1.1233 0.10
H -0.0479 -2.2526 2.5197 0.09
H 1.2694 -3.9116 3.7776 0.11
H 1.5291 -6.2109 2.9017 0.10
H 0.4146 -6.8589 0.7900 0.11
H -0.9453 -5.2265 -0.4386 0.11
H 0.6591 -3.5621 -1.5081 0.09
H 1.1204 -3.5282 -3.8905 0.10
H -0.4616 -2.4307 -5.4648 0.10
H -2.5082 -1.3461 -4.5829 0.10
H -2.9769 -1.3687 -2.1739 0.11
C 4.4755 2.0607 -4.9059 -0.05
C 4.4022 0.7757 -4.1276 -0.27
C 3.1871 0.3143 -3.6237 -0.03
C 3.1160 -0.8573 -2.8905 -0.05
C 4.2760 -1.5853 -2.6556 -0.28
C 5.4972 -1.1399 -3.1359 -0.05
C 5.5512 0.0337 -3.8737 -0.04
S 4.1800 -3.0901 -1.7254 0.62
O 3.2300 -3.9479 -2.3796 -0.29
O 5.5280 -3.5161 -1.4863 -0.29
N 3.5041 -2.6948 -0.3036 -0.13
C 4.1310 -1.6413 0.5021 -0.21
C 3.1926 -1.2554 1.6315 -0.09
C 1.8445 -0.7024 1.1906 -0.69
O 1.1513 -0.0986 2.0396 -0.08
O 1.4619 -0.9135 -0.0011 -0.12
H 3.5199 2.2939 -5.3757 0.08
H 5.2357 2.0073 -5.6856 0.08
H 4.7355 2.8988 -4.2546 0.08
H 2.2794 0.8776 -3.8125 0.11
H 2.1680 -1.1919 -2.4891 0.10
H 6.3890 -1.7186 -2.9345 0.11
H 6.5049 0.3755 -4.2595 0.11
H 2.5189 -2.4599 -0.4451 0.07
H 4.3556 -0.7589 -0.1090 0.12
H 5.0701 -2.0195 0.9049 0.12
H 3.6637 -0.5130 2.2768 0.12
H 2.9861 -2.1286 2.2568 0.12
C -3.0870 3.8503 0.1536 -0.24
S -2.4181 2.2505 0.5988 0.87
O -2.4567 1.4346 -0.6615 -0.58
C -0.7098 2.7238 0.8176 -0.46
C -0.2243 2.9439 2.0994 -0.09
C 1.1204 3.2331 2.2652 -0.07
C 1.9620 3.2783 1.1628 -0.06
C 1.4700 3.0400 -0.1130 -0.06
C 0.1233 2.7658 -0.2967 -0.10
H -2.5760 4.2025 -0.7423 0.06
H -2.9358 4.5397 0.9841 0.06
H -4.1505 3.7174 -0.0370 0.05
H -0.8795 2.8494 2.9572 0.12
H 1.5180 3.3895 3.2589 0.11
H 3.0165 3.4780 1.3021 0.11
H 2.1366 3.0526 -0.9656 0.11
H -0.2837 2.5494 -1.2775 0.11
```

Values from the calculation:
**Electronic energy**: -83549.7382 eV
**HOMO**: -8.115 eV
**LUMO level**: 0.01075 Eh
**HOMO-LUMO gap**: 8.41 eV
**2S+1**: 1
**Net charge**: 0

(2)
Formula: C4H2O
Source: the Open Molecules 2025 dataset
Level of theory: ωB97M-V/def2-TZVPD

The geometry in XYZ format:
```
7
Properties=species:S:1:pos:R:3:lowdin_charge:R:1
C 1.4840 0.0356 -0.3237 -0.22
C 2.6085 0.4688 -0.8115 0.11
C -1.2230 -0.0766 -0.0749 -0.22
C 0.3253 -0.1873 0.3519 0.00
O -1.6471 1.0303 -0.2357 0.05
H 0.5713 -0.4299 1.4313 0.12
H -2.1191 -0.8409 -0.3374 0.16
```

Values from the calculation:
**Electronic energy**: -6221.1373 eV
**HOMO**: -10.141 eV
**LUMO level**: -0.07929 Eh
**HOMO-LUMO gap**: 7.98 eV
**2S+1**: 1
**Net charge**: 0

(3)
Formula: C4H10FN2
Source: the Open Molecules 2025 dataset
Level of theory: ωB97M-V/def2-TZVPD

The geometry in XYZ format:
```
17
Properties=species:S:1:pos:R:3:lowdin_charge:R:1
C 0.5867 0.2385 -0.4998 -0.22
C 0.1497 -0.0844 1.9839 -0.02
C -1.5544 -0.4482 0.4683 -0.02
C -0.1226 0.2956 -2.0222 -0.03
N -0.1039 -0.1373 0.5501 -0.12
N 1.8771 0.3625 -0.4592 0.22
F 0.8870 0.8648 -2.7867 -0.05
H -0.5064 0.5981 2.5422 0.11
H 0.0922 -1.0202 2.4331 0.08
H 1.2794 0.2723 2.1238 0.14
H -1.7970 -1.4927 0.2102 0.11
H -2.0854 -0.2400 1.3632 0.08
H -2.1422 0.1593 -0.3518 0.13
H -0.2349 -0.7636 -2.5425 0.18
H -1.0175 0.9567 -1.9913 0.12
H 2.3218 0.4439 -1.3702 0.14
H 2.3706 -0.0054 0.3488 0.14
```

Values from the calculation:
**Electronic energy**: -10000.1456 eV
**HOMO**: -14.915 eV
**LUMO level**: -0.13215 Eh
**HOMO-LUMO gap**: 11.32 eV
**2S+1**: 1
**Net charge**: +1
**SMILES**: CN(C)C(=[NH2+])CF

(4)
Formula: C16H29GeN2O5PdSe
Source: the Open Molecules 2025 dataset
Level of theory: ωB97M-V/def2-TZVPD

The geometry in XYZ format:
```
55
Properties=species:S:1:pos:R:3:lowdin_charge:R:1
Pd 0.8465 -0.1292 -0.0278 0.77
C 4.9003 -2.7885 -2.9714 -0.03
O 3.5315 -2.4209 -2.8548 0.02
C 3.0819 -1.6366 -1.8976 -0.55
O 1.8946 -1.3478 -1.8639 -0.10
N 3.9322 -1.1691 -0.9475 0.03
N 3.3908 -0.3739 0.0707 0.02
H 4.9478 -3.3723 -3.8882 0.11
H 5.2213 -3.4079 -2.1300 0.10
H 5.5442 -1.9121 -3.0716 0.10
H 4.9284 -1.3500 -0.9688 0.15
H 3.8003 0.5593 0.0969 0.11
H 3.4546 -0.8166 0.9901 0.11
C 3.8665 3.0161 5.5002 -0.07
O 2.4933 3.3273 5.5097 -0.06
C 1.6583 2.7815 4.6125 -0.27
C 0.3185 3.2139 4.7272 0.01
C -0.6208 2.7442 3.8617 -0.02
C -0.3153 1.8136 2.8435 -0.11
C -1.3153 1.3832 1.9168 -0.35
C -2.7596 1.6778 2.2428 0.01
O -1.0981 0.7880 0.8434 -0.07
C 1.0337 1.3219 2.7517 -0.34
O 1.4058 0.3639 1.9838 -0.17
C 1.9971 1.8725 3.6334 0.05
H 4.2793 3.5612 6.3471 0.10
H 4.3507 3.3590 4.5801 0.10
H 4.0421 1.9446 5.6389 0.10
H 0.0848 3.9282 5.5004 0.12
H -1.6252 3.1232 3.9469 0.11
H -3.0035 1.3531 3.2495 0.10
H -3.3929 1.1589 1.5276 0.08
H -2.9467 2.7470 2.1685 0.10
H 3.0046 1.5020 3.5285 0.11
C -2.9010 0.7001 -4.2439 -0.21
Ge -3.5205 -0.9000 -3.2568 0.80
C -5.4971 -0.9751 -3.1052 -0.21
C -2.8476 -2.5695 -4.0895 -0.22
C -2.6630 -0.6708 -1.4352 -0.53
Se -0.7679 -1.0070 -1.6696 1.02
C -0.7051 -2.7256 -0.7512 -0.31
H -3.1658 0.6458 -5.2951 0.02
H -1.8199 0.7883 -4.1637 0.01
H -3.3495 1.5991 -3.8312 0.02
H -5.9085 -1.0385 -4.1084 0.02
H -5.9009 -0.0895 -2.6261 0.02
H -5.8193 -1.8510 -2.5509 0.02
H -3.1971 -2.6128 -5.1170 0.02
H -3.2195 -3.4521 -3.5784 0.02
H -1.7613 -2.5987 -4.0971 0.00
H -3.0519 -1.3283 -0.6606 0.03
H -2.7737 0.3649 -1.1158 0.01
H -1.3995 -3.4193 -1.2226 0.04
H -0.9729 -2.5671 0.2964 0.04
H 0.3105 -3.1086 -0.8284 0.02
```

Values from the calculation:
**Electronic energy**: -155614.3388 eV
**HOMO (spin up / spin down)**: -10.366 / -10.368 eV
**LUMO level (spin up / spin down)**: -0.17685 / -0.16453 Eh
**HOMO-LUMO gap (spin up / spin down)**: 5.55 / 5.89 eV
**2S+1**: 1
**Net charge**: +1

(5)
Formula: C19H40LaNP3Se
Source: the Open Molecules 2025 dataset
Level of theory: ωB97M-V/def2-TZVPD

The geometry in XYZ format:
```
65
Properties=species:S:1:pos:R:3:lowdin_charge:R:1
La -0.7298 -0.3095 -0.5230 1.26
P -0.2243 -2.0085 1.9457 0.68
P -3.0304 0.8074 0.9731 0.67
P 0.8149 1.2465 1.5984 0.67
H 3.6205 -1.4831 -2.4861 0.05
C 4.0493 -1.1823 -1.5259 -0.08
C 3.9753 -2.0028 -0.4664 -0.08
H 3.5344 -3.0033 -0.5455 0.06
C -0.5818 -3.7839 1.6526 -0.29
C -1.2961 -1.7200 3.4157 -0.25
C 1.4288 -2.1934 2.7339 -0.25
C -3.6059 2.1121 -0.1812 -0.27
C -4.4145 -0.3730 0.8178 -0.26
C -3.4033 1.5884 2.5921 -0.24
C 2.6341 0.9952 1.5839 -0.25
C 0.4980 1.4607 3.3962 -0.25
C 0.7074 2.9959 1.0406 -0.28
H 4.4831 -0.1823 -1.4269 0.06
H 4.5181 -1.7409 0.4487 0.06
H 0.0506 -4.1505 0.8317 0.05
H -1.6357 -3.9190 1.3717 0.04
H -0.3651 -4.3646 2.5632 0.07
H -2.3501 -1.7145 3.1013 0.03
H -1.0724 -0.7498 3.8793 0.03
H -1.1479 -2.5180 4.1594 0.08
H 2.1822 -2.3341 1.9454 0.04
H 1.4244 -3.0744 3.3932 0.07
H 1.7022 -1.3080 3.3215 0.03
H -4.6533 2.3604 0.0252 0.07
H -3.5086 1.7575 -1.2129 0.04
H -2.9824 3.0031 -0.0707 0.05
H -5.3638 0.1655 0.7243 0.07
H -4.4525 -1.0397 1.6840 0.05
H -4.2662 -0.9912 -0.0758 0.04
H -4.4208 2.0115 2.5953 0.08
H -2.6854 2.3958 2.7992 0.05
H -3.3220 0.8546 3.4080 0.05
H 3.1281 1.9603 1.7639 0.07
H 2.9526 0.5899 0.6113 0.02
H 2.9285 0.2833 2.3674 0.05
H 1.0141 2.3697 3.7383 0.08
H 0.8724 0.5984 3.9629 0.04
H -0.5819 1.5675 3.5686 0.03
H 1.4175 3.5882 1.6380 0.07
H -0.3148 3.3692 1.2028 0.05
H 0.9420 3.0636 -0.0330 0.01
C 1.1296 2.1942 -3.7382 -0.51
C 2.2544 1.4443 -4.0663 -0.11
C 3.1466 1.8981 -5.0478 -0.03
C 2.9248 3.1187 -5.7046 -0.02
C 1.7754 3.8633 -5.3891 -0.03
C 0.8774 3.4101 -4.4118 -0.10
Se -0.1698 1.6519 -2.3550 0.82
H 0.0589 0.0910 -2.5866 -0.12
H 2.4299 0.5093 -3.5442 0.08
H 4.0078 1.2934 -5.3103 0.12
H 3.6382 3.4806 -6.4555 0.13
H 1.5713 4.8017 -5.9184 0.13
H -0.0061 4.0019 -4.1639 0.11
C -2.1354 -4.9255 -1.6659 0.01
C -1.8055 -3.5396 -1.4717 -0.16
N -1.5025 -2.4199 -1.3214 -0.04
H -2.7107 -5.0502 -2.5936 0.13
H -2.7422 -5.3015 -0.8272 0.12
H -1.2117 -5.5196 -1.7357 0.13
```

Values from the calculation:
**Electronic energy**: -115888.7567 eV
**HOMO**: -16.927 eV
**LUMO level**: -0.37078 Eh
**HOMO-LUMO gap**: 6.84 eV
**2S+1**: 1
**Net charge**: +3

(6)
Formula: C14H16FeNO3
Source: the Open Molecules 2025 dataset
Level of theory: ωB97M-V/def2-TZVPD

The geometry in XYZ format:
```
35
Properties=species:S:1:pos:R:3:lowdin_charge:R:1
O 2.5321 2.6834 0.3509 0.21
C 1.6747 1.9563 0.0584 -0.08
Fe 0.6579 0.5239 -0.0718 0.21
C 2.0558 -0.5914 -0.2047 -0.07
O 2.9651 -1.2857 -0.0143 0.21
C 0.6577 0.2405 1.6968 -0.08
O 0.9187 -0.0131 2.8033 0.18
C -1.7772 -1.3617 -0.1288 -0.07
C -2.5784 -0.2957 0.2978 -0.05
C -2.1942 1.0289 0.3822 -0.03
C -1.0220 1.6250 -0.1902 -0.21
C -0.5721 1.2689 -1.5297 -0.13
C -0.3414 -0.0682 -1.8182 -0.11
C -0.5104 -1.0666 -0.7724 -0.20
H -2.1958 -2.3583 -0.3024 0.13
H -3.5728 -0.5500 0.6714 0.12
H -2.8409 1.7168 0.9434 0.13
H -0.8448 2.6676 0.1268 0.13
H -0.3505 2.0662 -2.2500 0.15
H 0.1072 -0.3724 -2.7777 0.15
H 0.1139 -1.9725 -0.8717 0.11
C -2.8270 -4.2589 2.9069 -0.15
C -1.4954 -4.8991 2.4141 -0.15
C -0.7378 -3.7862 1.6514 -0.17
N -1.4943 -2.5079 1.7832 -0.08
C -2.8111 -2.8027 2.3977 -0.18
H -3.6906 -4.8158 2.5057 0.11
H -2.8766 -4.2727 4.0103 0.11
H -0.9164 -5.2510 3.2875 0.11
H -1.6876 -5.7556 1.7444 0.11
H 0.3081 -3.7050 1.9934 0.12
H -0.7209 -4.0040 0.5759 0.10
H -0.9514 -1.8173 2.2998 0.10
H -3.5288 -2.6977 1.5800 0.10
H -3.1154 -2.1047 3.1901 0.13
```

Values from the calculation:
**Electronic energy**: -56783.9047 eV
**HOMO (spin up / spin down)**: -10.064 / -12.052 eV
**LUMO level (spin up / spin down)**: -0.13132 / -0.23639 Eh
**HOMO-LUMO gap (spin up / spin down)**: 6.49 / 5.62 eV
**2S+1**: 5
**Net charge**: +1

Let's list M in order: 752.64, 66.06, 105.14, 587.41, 593.32, 302.13 g/mol.
Let's list ΔE to the lowest compared entry with this formula, charge and spin in order: 0.00, 359.17, 35.46, 138.60, 0.00, 81.96 kJ/mol.